{"formula": "C4H14N2O2", "method": "the ωB97M-V functional and the def2-TZVPD basis", "lumo_energy_ev": 0.80, "homo_lumo_gap_ev": 9.980, "smiles": "NC[C@H](N)CCO.O", "homo_energy_ev": -9.18, "elements": ["O", "O", "N", "N", "C", "C", "C", "C", "H", "H", "H", "H", "H", "H", "H", "H", "H", "H", "H", "H", "H", "H"], "coordinates": [[-1.787, -1.450, 1.866], [2.753, 0.759, 1.595], [0.534, -1.105, 0.201], [1.600, 0.935, -1.780], [-1.626, 0.065, -0.054], [0.228, 0.448, -1.692], [-0.106, 0.123, -0.229], [-2.106, -0.112, 1.398], [0.254, 0.932, 0.386], [2.820, 0.963, 0.651], [2.256, 0.187, -1.947], [0.068, -0.452, -2.300], [-2.149, 0.911, -0.484], [-3.197, -0.119, 1.381], [2.243, -0.062, 1.576], [1.526, -1.051, 0.061], [-1.946, -0.918, -0.423], [-0.493, 1.159, -2.096], [-0.008, -1.948, 0.142], [1.753, 1.638, -2.498], [-1.779, 0.555, 2.194], [-0.836, -1.456, 2.051]], "mulliken_charge": [-0.5736, -0.6612, -0.5892, -0.4862, -0.8141, -0.9711, 0.5789, -0.5881, 0.2694, 0.3150, 0.2162, 0.2438, 0.4051, 0.3087, 0.3476, 0.1503, 0.3018, 0.4334, 0.2206, 0.2075, 0.3488, 0.3365]}

---

{"formula": "C4H14N2O2", "method": "the ωB97M-V functional and the def2-TZVPD basis", "lumo_energy_ev": -4.50, "homo_lumo_gap_ev": 3.890, "homo_energy_ev": -8.39, "elements": ["O", "O", "N", "N", "C", "C", "C", "C", "H", "H", "H", "H", "H", "H", "H", "H", "H", "H", "H", "H", "H", "H"], "coordinates": [[-1.255, -1.454, 0.440], [-2.825, 0.344, 0.399], [-0.775, 0.054, -1.729], [2.431, 0.002, 0.788], [-0.288, 1.198, -0.924], [-0.215, 0.807, 0.604], [3.166, -0.156, -0.480], [-0.038, -0.700, 0.894], [0.699, -1.287, 0.434], [-1.182, 1.021, 1.076], [0.602, 1.695, -1.392], [-1.021, 2.029, -0.928], [-1.980, -0.692, 0.427], [3.588, 0.802, -0.837], [3.175, -0.279, 1.453], [-0.583, -0.789, -1.270], [0.636, 1.291, 1.153], [2.581, -0.635, -1.346], [4.080, -0.774, -0.292], [-3.646, -0.223, 0.511], [-1.789, 0.135, -1.677], [0.144, -0.706, 2.007]], "mulliken_charge": [-0.6128, -0.8102, -0.6866, -0.2576, -0.4411, -0.8684, -0.7750, -0.4973, 0.4120, 0.6378, 0.2855, 0.2524, 0.4796, 0.3108, 0.2507, 0.3976, 0.4645, 0.2581, 0.3652, 0.2174, 0.3750, 0.2423]}

---

{"formula": "C4H14N2O2", "method": "the ωB97M-V functional and the def2-TZVPD basis", "lumo_energy_ev": 0.64, "homo_lumo_gap_ev": 9.503, "smiles": "NC[C@H](N)CCO.O", "homo_energy_ev": -8.86, "elements": ["O", "O", "N", "N", "C", "C", "C", "C", "H", "H", "H", "H", "H", "H", "H", "H", "H", "H", "H", "H", "H", "H"], "coordinates": [[-6.356, 1.256, 2.893], [2.362, -0.568, 1.914], [0.049, 1.585, -2.662], [2.196, -0.456, -1.541], [1.058, 0.103, -0.682], [0.518, -1.005, 0.334], [-0.103, 0.503, -1.703], [1.474, -1.534, 1.418], [-5.593, 1.174, 2.234], [-6.434, 2.146, 3.299], [-0.818, 1.623, -3.031], [0.526, 2.331, -2.211], [1.498, 1.004, -0.228], [2.886, -0.836, -0.949], [2.187, -2.330, 1.083], [0.408, -1.938, -0.365], [0.937, -2.250, 2.208], [-0.320, -0.314, -2.416], [2.492, -0.754, 2.881], [-0.342, -0.857, 0.786], [-1.106, 0.804, -1.063], [2.482, 0.312, -2.200]], "mulliken_charge": [-0.6583, -0.5078, -0.5374, -0.7386, 0.3187, -0.8659, -0.5992, -0.6374, 0.3313, 0.3269, 0.2387, 0.2091, 0.3908, 0.2259, 0.2826, 0.2615, 0.3298, 0.2978, 0.3198, 0.5672, 0.1981, 0.2465]}

---

{"formula": "C4H14N2O2", "method": "the ωB97M-V functional and the def2-TZVPD basis", "lumo_energy_ev": 0.63, "homo_lumo_gap_ev": 7.766, "homo_energy_ev": -7.14, "elements": ["O", "O", "N", "N", "C", "C", "C", "C", "H", "H", "H", "H", "H", "H", "H", "H", "H", "H", "H", "H", "H", "H"], "coordinates": [[1.485, 0.783, 1.334], [-0.593, -0.892, -1.438], [-1.697, -0.613, 0.675], [-1.306, 0.759, 0.767], [1.654, 1.780, -0.873], [2.255, 1.451, 0.470], [-1.153, -2.850, -0.082], [-0.749, -1.384, -0.098], [0.230, -1.246, 0.360], [-1.297, -1.257, -1.989], [0.518, 0.848, 1.128], [-1.181, -3.224, 0.940], [-1.812, 1.183, 1.536], [-2.145, -2.985, -0.525], [3.224, 2.077, 0.870], [-0.438, -3.435, -0.658], [-1.501, 1.270, -0.093], [0.669, 2.254, -0.814], [-2.632, -0.707, 0.279], [2.633, 2.924, 1.065], [1.516, 0.841, -1.414], [2.322, 2.425, -1.442]], "mulliken_charge": [-0.5235, -0.4884, -0.2437, -0.5912, -0.7908, 0.0140, -1.4197, 0.2232, 0.3894, 0.2745, 0.4531, 0.3631, 0.2173, 0.3623, 0.1110, 0.3730, 0.2447, 0.2317, 0.2309, 0.0189, 0.2106, 0.3397]}

---

{"formula": "C4H14N2O2", "method": "the ωB97M-V functional and the def2-TZVPD basis", "lumo_energy_ev": 0.72, "homo_lumo_gap_ev": 9.607, "smiles": "C[C@H](CO)NCN.O", "homo_energy_ev": -8.88, "elements": ["O", "O", "N", "N", "C", "C", "C", "C", "H", "H", "H", "H", "H", "H", "H", "H", "H", "H", "H", "H", "H", "H"], "coordinates": [[0.514, 0.713, 1.110], [0.012, 3.336, 3.303], [-1.751, 0.530, -2.747], [-0.433, -0.880, -1.088], [-0.651, 0.479, -1.722], [0.809, -1.236, -0.331], [0.737, -2.840, -0.338], [0.819, -0.678, 1.102], [-1.528, 0.109, -3.729], [0.709, 2.851, 3.724], [-2.477, 0.075, -2.346], [0.327, 0.804, -2.057], [1.388, -3.203, -1.145], [-0.841, 1.320, -0.955], [-0.013, -1.040, 1.819], [-0.366, -3.179, -0.735], [-0.733, 2.696, 3.240], [-1.251, -0.882, -0.397], [1.762, -1.036, -0.858], [0.950, -3.154, 0.684], [1.076, 1.225, 0.550], [1.791, -0.874, 1.486]], "mulliken_charge": [-0.4665, -0.6218, -0.5962, -0.4486, -0.4061, 0.2332, -1.0897, -0.7727, 0.2508, 0.3045, 0.2450, 0.3648, 0.2927, 0.1900, 0.2727, 0.2470, 0.3144, 0.3203, 0.3453, 0.3292, 0.2886, 0.4030]}

---

{"formula": "C4H14N2O2", "method": "the ωB97M-V functional and the def2-TZVPD basis", "lumo_energy_ev": 0.29, "homo_lumo_gap_ev": 9.309, "smiles": "C=C(N)CCN.O.O", "homo_energy_ev": -9.02, "elements": ["O", "O", "N", "N", "C", "C", "C", "C", "H", "H", "H", "H", "H", "H", "H", "H", "H", "H", "H", "H", "H", "H"], "coordinates": [[1.769, 3.418, 0.394], [-0.448, 0.137, -3.022], [-0.220, -2.370, -1.159], [-0.873, 0.893, 0.141], [0.034, -1.288, 1.150], [-0.578, 0.692, 2.514], [0.689, -1.630, -0.231], [-0.411, 0.190, 1.293], [-0.861, 0.966, -3.323], [-0.924, -1.833, 1.176], [1.286, 2.598, 0.585], [0.387, 0.334, -2.599], [-1.127, -2.320, -0.717], [1.138, -0.814, -0.794], [-0.447, 0.476, -0.673], [1.435, 3.654, -0.486], [-1.878, 0.867, 0.028], [-0.243, -1.944, -2.072], [0.836, -1.488, 1.856], [-0.228, 0.091, 3.342], [-0.904, 1.698, 2.687], [1.569, -2.329, -0.089]], "mulliken_charge": [-0.6699, -0.6357, -0.5944, -0.4995, -0.5867, -0.8962, -0.6410, 0.4096, 0.3105, 0.2602, 0.3527, 0.3388, 0.2288, 0.3369, 0.1956, 0.3081, 0.2416, 0.3010, 0.3654, 0.2774, 0.3234, 0.2733]}

---

{"formula": "C4H14N2O2", "method": "the ωB97M-V functional and the def2-TZVPD basis", "lumo_energy_ev": 0.85, "homo_lumo_gap_ev": 9.740, "smiles": "C[C@@H](N)CNCO.O", "homo_energy_ev": -8.89, "elements": ["O", "O", "N", "N", "C", "C", "C", "C", "H", "H", "H", "H", "H", "H", "H", "H", "H", "H", "H", "H", "H", "H"], "coordinates": [[-2.074, 0.915, 1.425], [-1.970, 0.024, -2.060], [0.987, 0.178, -1.470], [0.124, 1.374, 0.900], [1.325, -0.551, -0.291], [0.383, -0.094, 0.926], [1.263, -2.072, -0.340], [-1.021, 1.778, 1.741], [-0.507, -0.709, 0.650], [1.871, -2.699, -1.078], [1.437, 1.041, -1.615], [-1.630, -0.206, -2.879], [-2.116, 0.097, 2.060], [-1.467, 2.844, 1.461], [0.909, -0.366, -2.371], [-0.759, 1.750, 2.917], [0.830, -0.305, 1.829], [-1.309, 0.566, -1.648], [-0.251, 1.621, -0.052], [1.410, -2.570, 0.617], [0.218, -2.449, -0.642], [2.346, -0.166, -0.081]], "mulliken_charge": [-0.5239, -0.6417, -0.4772, -0.4757, 0.3871, -0.7877, -1.3261, -0.2822, 0.3266, 0.3295, 0.1973, 0.2763, 0.3305, 0.2341, 0.2136, 0.2466, 0.4530, 0.3251, 0.3201, 0.3311, 0.3371, 0.2066]}

---

{"formula": "C4H14N2O2", "method": "the ωB97M-V functional and the def2-TZVPD basis", "multiplicity": 2, "lumo_energy_ev": [-3.19, -6.19], "charge": 1, "homo_lumo_gap_ev": [10.180, 7.795], "homo_energy_ev": [-13.36, -13.99], "elements": ["O", "O", "N", "N", "C", "C", "C", "C", "H", "H", "H", "H", "H", "H", "H", "H", "H", "H", "H", "H", "H", "H"], "coordinates": [[-0.944, 3.192, -0.240], [-2.209, 1.612, 1.552], [0.945, -0.736, 1.200], [-1.638, -2.132, 0.892], [2.236, 0.294, -1.091], [1.181, -0.838, -1.293], [-0.776, -1.731, -0.115], [0.478, -1.186, 0.040], [0.451, -0.430, -2.020], [3.001, 0.154, -1.839], [2.671, 0.597, -0.148], [-1.228, -1.883, -1.095], [1.638, 1.175, -1.367], [-1.361, -1.888, 1.830], [-2.051, -3.050, 0.821], [-0.736, 3.273, -1.178], [1.625, -1.707, -1.776], [-0.102, 2.898, 0.142], [-2.457, 2.371, 1.022], [0.374, -0.811, 2.029], [-2.745, 0.840, 1.396], [1.644, -0.014, 1.237]], "mulliken_charge": [-0.6039, -0.6278, -0.2952, -0.3747, -1.1875, -0.4604, -0.3723, 0.7715, 0.3652, 0.3177, 0.4040, 0.3883, 0.2336, 0.1943, 0.2815, 0.3088, 0.3822, 0.2995, 0.3327, 0.2027, 0.2964, 0.1436]}

---

{"formula": "C4H14N2O2", "method": "the ωB97M-V functional and the def2-TZVPD basis", "multiplicity": 2, "lumo_energy_ev": [-3.24, -8.42], "charge": 1, "homo_lumo_gap_ev": [11.031, 5.788], "homo_energy_ev": [-14.27, -14.21], "elements": ["O", "O", "N", "N", "C", "C", "C", "C", "H", "H", "H", "H", "H", "H", "H", "H", "H", "H", "H", "H", "H", "H"], "coordinates": [[-2.867, 2.039, 1.869], [-2.155, 1.051, -1.578], [2.584, 0.623, -0.076], [-0.024, -0.282, 0.477], [2.486, -0.789, 0.323], [-1.964, -0.218, -1.010], [1.167, -1.010, 1.030], [-0.415, -0.566, -0.890], [-2.322, -0.963, -1.767], [-3.525, 2.211, 1.213], [3.528, 1.021, 0.043], [-2.480, -0.288, -0.104], [-0.322, -1.570, -1.273], [2.491, -1.669, -0.365], [-0.020, 0.206, -1.721], [1.168, -0.802, 2.191], [-2.297, 1.219, 1.769], [0.870, -2.043, 1.043], [-1.403, 1.562, -1.897], [0.177, 0.803, 0.573], [2.061, 0.567, -0.920], [3.263, -1.102, 1.072]], "mulliken_charge": [-0.6094, -0.4555, -0.4948, -0.0173, -0.3499, -0.3293, -0.7523, -0.5704, 0.2770, 0.3300, 0.2594, 0.3563, 0.4204, 0.2506, 0.2646, 0.3495, 0.2946, 0.4368, 0.3161, 0.4752, 0.1680, 0.3804]}

---

{"formula": "C4H14N2O2Si", "method": "the ωB97M-V functional and the def2-TZVPD basis", "lumo_energy_ev": 0.59, "homo_lumo_gap_ev": 8.734, "smiles": "CN(C)[Si](O)(O)N(C)C", "homo_energy_ev": -8.14, "elements": ["Si", "O", "O", "N", "N", "C", "C", "C", "C", "H", "H", "H", "H", "H", "H", "H", "H", "H", "H", "H", "H", "H", "H"], "coordinates": [[-0.089, -1.161, -0.136], [0.097, -1.887, 1.501], [-0.499, -2.247, -1.351], [1.513, -0.346, -0.388], [-1.429, 0.055, 0.072], [1.675, 0.564, -1.484], [2.361, -0.151, 0.763], [-1.379, 0.915, 1.236], [-2.593, 0.172, -0.733], [1.116, 0.017, -2.276], [-0.971, 1.928, 0.975], [-3.467, 0.264, -0.066], [2.253, 0.869, 1.100], [2.721, 0.638, -1.721], [-0.702, -1.883, 2.032], [-0.765, 0.522, 2.151], [1.056, 1.492, -1.295], [3.351, -0.542, 0.556], [-2.550, -0.752, -1.128], [2.158, -0.646, 1.725], [-0.362, -3.172, -1.060], [-2.645, 0.913, -1.527], [-2.475, 0.932, 1.579]], "mulliken_charge": [0.3459, -0.6199, -0.6183, 0.1477, 0.2730, -0.8453, -1.0402, -0.9133, -0.9769, 0.2412, 0.2106, 0.3601, 0.3599, 0.3857, 0.3037, 0.2433, 0.2389, 0.3588, 0.3292, 0.2903, 0.3212, 0.2391, 0.3655]}

---

{"formula": "C4H14N2OS", "method": "the ωB97M-V functional and the def2-TZVPD basis", "multiplicity": 2, "lumo_energy_ev": [3.29, 1.67], "charge": -1, "homo_lumo_gap_ev": [6.681, 5.045], "homo_energy_ev": [-3.39, -3.38], "elements": ["S", "O", "N", "N", "C", "C", "C", "C", "H", "H", "H", "H", "H", "H", "H", "H", "H", "H", "H", "H", "H", "H"], "coordinates": [[1.015, -1.045, 1.641], [-0.442, -0.117, -2.438], [1.295, 2.101, 0.788], [-1.996, 0.862, -0.738], [0.372, -1.604, -0.018], [-1.642, 0.086, 0.462], [1.401, 1.710, -0.693], [-1.202, -1.404, 0.103], [1.362, 2.708, -1.122], [1.299, 1.373, 1.479], [-0.734, 0.593, 0.853], [-2.773, 0.577, -1.313], [2.405, 1.350, -0.892], [0.729, 0.996, -1.095], [-0.380, 0.041, -3.429], [-1.196, 0.853, -1.353], [0.679, -2.629, -0.300], [0.799, -0.941, -0.779], [-2.365, 0.122, 1.287], [2.003, 2.708, 0.943], [-1.387, -1.387, -0.992], [-1.810, -2.194, 0.485]], "mulliken_charge": [-0.2727, -0.9198, -0.4437, -0.7626, -0.2335, -0.0410, -0.7211, -0.5954, 0.2694, 0.0375, -0.0545, 0.2188, 0.2434, 0.2639, 0.0055, 0.3442, 0.3746, 0.1117, 0.3142, 0.2365, 0.1586, 0.4658]}

---

We obtain largest force on an atom values of 0.0389, 0.1005, 0.1337, 0.0494, 0.1016, 0.0523, 0.0801, 0.0663, 0.1016, 0.0822, 0.0777 Eh/bohr for the records listed above, in that order.